(1)
C27H26Cl2N5O7S2Sc as an isolated structure. Source: the Open Molecules 2025 dataset; level of theory: ωB97M-V/def2-TZVPD.

```
70
Properties=species:S:1:pos:R:3:forces:R:3
Sc 0.697 0.104 1.089 -0.233 0.013 0.526
C -0.508 5.671 -0.210 0.002 0.052 -0.054
C 0.918 5.293 -0.585 -0.131 -0.197 -0.153
N 1.001 4.104 -1.453 -0.218 0.180 -0.037
C 0.886 4.338 -2.908 -0.070 0.062 0.189
C -0.500 4.028 -3.461 -0.023 0.009 0.066
C 1.095 2.863 -0.968 0.579 -0.048 -0.186
S 1.128 2.642 0.740 -0.059 -0.069 -0.011
N 1.269 1.928 -1.954 -0.324 0.264 0.169
C 1.461 0.659 -1.760 -0.065 -0.139 0.161
O 1.517 0.047 -0.627 0.617 -0.133 -1.487
C 1.615 -0.201 -2.967 0.060 0.062 0.006
C 1.834 -1.568 -2.818 0.030 0.007 -0.030
C 1.961 -2.378 -3.936 0.000 0.048 -0.051
C 1.869 -1.823 -5.207 0.010 0.000 0.039
C 1.653 -0.458 -5.358 0.005 -0.018 -0.003
C 1.527 0.352 -4.242 -0.031 0.030 -0.047
H -0.493 6.491 0.512 0.004 -0.053 -0.055
H -1.024 4.823 0.234 -0.029 -0.059 0.033
H -1.074 6.000 -1.084 0.021 -0.021 0.047
H 1.509 5.114 0.306 0.048 -0.092 0.069
H 1.394 6.102 -1.134 0.053 0.074 -0.039
H 1.641 3.751 -3.419 0.070 -0.075 -0.003
H 1.121 5.389 -3.062 0.012 0.052 -0.007
H -0.755 2.980 -3.309 0.022 0.008 0.002
H -0.522 4.241 -4.533 0.006 -0.012 0.054
H -1.263 4.639 -2.975 0.044 -0.058 -0.040
H 1.914 -1.983 -1.822 -0.012 0.002 -0.007
H 2.135 -3.440 -3.818 -0.010 0.034 -0.009
H 1.970 -2.453 -6.082 -0.007 0.005 0.016
H 1.582 -0.025 -6.350 0.001 -0.033 0.050
H 1.351 1.417 -4.341 0.012 -0.102 0.016
N 2.684 -6.494 3.551 -0.159 0.010 -0.085
C 1.708 -6.207 2.654 0.103 -0.043 -0.106
O 0.930 -7.042 2.239 0.047 0.044 0.088
C 1.642 -4.782 2.146 0.035 -0.160 0.141
C 0.688 -4.500 1.181 -0.050 -0.121 -0.010
C 0.566 -3.207 0.724 -0.003 0.151 -0.147
N 1.341 -2.210 1.156 0.093 0.235 0.428
C 2.275 -2.485 2.071 -0.017 -0.077 -0.120
C 2.455 -3.754 2.591 0.086 -0.017 0.064
H 2.713 -7.428 3.920 -0.001 -0.033 0.010
H 3.298 -5.805 3.936 0.013 0.040 0.018
H 0.044 -5.290 0.822 0.002 0.004 -0.004
H -0.184 -2.948 -0.013 -0.042 0.020 -0.025
H 2.885 -1.664 2.422 0.009 0.039 -0.001
H 3.214 -3.885 3.351 -0.024 0.008 -0.040
Cl 0.254 -1.568 5.811 0.080 0.163 -0.070
C 0.443 -0.014 4.966 -0.023 -0.024 0.097
Cl 0.517 1.352 6.091 0.008 -0.057 0.029
C 1.707 -0.021 4.095 -0.114 0.047 -0.521
O 2.781 -0.322 4.543 0.174 -0.090 0.035
O 1.462 0.305 2.848 0.471 0.026 1.295
H -0.435 0.115 4.355 -0.180 0.008 -0.097
O -2.476 2.554 -0.404 0.089 0.013 -0.095
S -2.439 1.141 -0.630 -0.007 -0.227 0.248
O -2.334 0.642 -1.967 0.024 0.087 -0.074
N -1.296 0.424 0.319 -0.527 -0.074 -0.019
C -1.824 -0.354 1.277 -0.149 0.076 -0.168
O -1.059 -0.941 2.076 -0.202 0.136 -0.076
C -3.305 -0.417 1.253 0.140 0.066 -0.054
C -4.153 -1.117 2.087 -0.086 -0.088 0.066
C -5.518 -1.013 1.850 -0.038 0.021 -0.027
C -6.002 -0.223 0.807 -0.047 -0.040 0.039
C -5.142 0.484 -0.027 0.014 -0.012 -0.010
C -3.791 0.365 0.221 -0.184 0.030 -0.008
H -3.755 -1.725 2.892 -0.030 0.047 -0.053
H -6.216 -1.551 2.482 0.046 0.050 -0.055
H -7.070 -0.159 0.641 0.044 -0.010 0.025
H -5.517 1.099 -0.837 0.023 -0.042 0.061
```
Forces are in eV/Å.

Output
HOMO-LUMO gap (Ha): 0.30318
ΔE to the lowest compared entry with this formula, charge and spin (kJ/mol): 29.2
Total charge: 0

Results of the Mulliken charge analysis, in e, for atoms 1 through 4: atom 1 (Sc): 0.444, atom 2 (C): -0.758, atom 3 (C): -0.960, atom 4 (N): 0.088

(2)
One molecule with the formula C6H11FN2. Source: the Open Molecules 2025 dataset; level of theory: ωB97M-V/def2-TZVPD.

```
20
Properties=species:S:1:pos:R:3:forces:R:3
C 1.431 0.883 -0.856 1.679 0.235 -0.446
C 2.104 -0.451 -0.464 -2.352 3.234 3.738
C -1.176 -0.542 -0.269 -0.357 -1.309 -0.436
C 3.028 -0.252 0.758 -0.441 2.034 0.280
C -3.568 0.313 -0.068 -0.975 0.595 -0.576
C -2.382 -0.508 0.544 0.956 7.906 0.541
N 1.027 -1.414 -0.258 1.503 -2.205 0.110
N -0.113 -1.047 -0.096 -0.374 1.475 -0.847
F 0.820 1.557 0.194 -0.307 -0.584 0.040
H 2.102 1.633 -1.266 0.564 -0.229 -0.120
H 2.630 -0.824 -1.255 1.592 -0.836 -2.181
H 0.774 0.623 -1.653 -1.285 0.227 -0.351
H 2.762 0.576 1.525 -0.844 -1.925 -0.893
H 3.890 0.325 0.423 0.799 -0.970 -0.453
H 3.200 -1.226 1.187 0.584 0.048 0.442
H -4.440 0.300 0.591 0.260 -0.102 0.375
H -4.017 -0.069 -1.004 0.738 -0.362 0.219
H -3.450 1.421 -0.308 0.732 -1.452 0.613
H -2.607 -1.437 0.793 -1.334 -4.124 1.323
H -2.016 0.141 1.482 -1.138 -1.653 -1.377
```
Forces are in eV/Å.

Output
HOMO-LUMO gap (Ha): 0.32218
ΔE to the lowest compared entry with this formula, charge and spin (kJ/mol): 369.2
Total charge: 0

Results of the Mulliken charge analysis, in e, for atoms 1 through 4: atom 1 (C): -0.755, atom 2 (C): 0.492, atom 3 (C): 0.082, atom 4 (C): -1.276

(3)
An isolated ion of composition C4H9NO and charge -1. Source: the Open Molecules 2025 dataset; level of theory: ωB97M-V/def2-TZVPD.

```
15
Properties=species:S:1:pos:R:3:forces:R:3
C -0.047 0.325 2.509 -0.659 0.360 -0.147
N -0.803 -0.428 1.541 0.200 -0.597 0.038
C -0.588 -0.359 0.087 -0.336 0.497 -0.118
C 0.786 0.105 -0.373 -0.281 0.144 -0.028
C 0.774 0.401 -1.856 -0.442 0.107 -0.674
O -0.026 -0.228 -2.660 0.244 -0.125 0.266
H 0.469 -0.328 3.218 0.223 0.082 0.076
H -0.658 1.036 3.088 -0.132 -0.205 0.054
H 0.659 0.972 2.002 0.382 -0.162 0.010
H -1.762 -0.628 1.778 0.200 0.207 0.075
H -1.319 0.318 -0.383 0.093 -0.055 0.003
H -0.776 -1.346 -0.340 -0.006 0.009 -0.011
H 1.068 1.020 0.148 0.170 0.088 0.032
H 1.528 -0.656 -0.096 0.260 -0.368 0.155
H 1.713 0.805 -2.280 0.085 0.019 0.269
```
Forces are in eV/Å.

Output
Multiplicity: 2
HOMO-LUMO gap (alpha / beta) (Ha): 0.13125 / 0.25188
ΔE to the lowest compared entry with this formula, charge and spin (kJ/mol): 49.3
<S²>: 0.75
Total charge: -1

Results of the Mulliken charge analysis, in e, for atoms 1 through 4: atom 1 (C): -0.782, atom 2 (N): -0.152, atom 3 (C): -0.350, atom 4 (C): -0.571